Record 1
Density functional theory data (ωB97M-V with the def2-TZVPD basis set) for C15H11ClMnNO6 as an isolated structure.

Geometry as XYZ:
```
35
Properties=species:S:1:pos:R:3:mulliken_spin:R:1
Mn -0.479 0.061 0.252 4.192
C 3.816 -0.495 0.251 0.006
C 2.415 -0.325 0.770 0.021
O 1.505 -0.441 -0.072 0.033
C 2.180 -0.052 2.178 0.009
C 3.294 0.134 3.027 0.002
C 3.161 0.368 4.369 0.000
C 1.875 0.417 4.923 0.001
C 0.770 0.239 4.132 0.003
C 0.880 0.004 2.747 0.007
O -0.246 -0.170 2.087 0.018
H 3.766 -0.697 -0.814 -0.001
H 4.317 -1.322 0.757 0.000
H 4.405 0.407 0.422 0.002
H 4.287 0.094 2.602 0.001
H 4.034 0.511 4.990 0.000
H 1.750 0.596 5.983 0.000
H -0.230 0.268 4.544 0.001
N 0.255 7.363 0.129 0.013
C 0.128 6.222 0.160 -0.005
C -0.032 4.793 0.201 0.031
C -0.363 4.170 1.404 -0.033
C -0.508 2.793 1.446 -0.009
C -0.331 2.047 0.288 -0.296
C -0.007 2.665 -0.914 0.014
C 0.145 4.041 -0.958 -0.030
H -0.502 4.767 2.295 -0.001
H -0.761 2.310 2.380 -0.010
H 0.119 2.083 -1.819 -0.006
H 0.397 4.538 -1.885 -0.001
O -2.721 -1.696 -2.478 -0.003
Cl -2.165 -0.999 -1.390 0.016
O -1.007 -0.153 -1.830 -0.003
O -1.565 -1.889 -0.393 0.016
O -3.086 -0.125 -0.719 0.012
```

2S+1: 5
Total energy (hartree): -2695.33347
Expectation value of S²: 6.18
Strongest force on any atom (eV/A): 0.61
HOMO-LUMO gap (alpha / beta) (Eh): 0.278 / 0.308

=====

Record 2
Density functional theory data (ωB97M-V with the def2-TZVPD basis set) for C35H32KN3P2S2Se as an isolated structure.

Geometry as XYZ:
```
76
Properties=species:S:1:pos:R:3:mulliken_charge:R:1
K 0.944 -1.688 -0.412 0.832
S 1.936 2.161 -0.317 -0.756
P -0.067 1.938 -0.032 1.217
C -0.644 0.428 0.279 -0.913
P -2.068 -0.407 0.126 1.470
S -1.983 -2.423 0.012 -0.711
C -3.042 0.076 -1.372 0.305
C -4.346 0.564 -1.356 0.029
C -5.004 0.886 -2.538 -0.776
C -4.361 0.744 -3.756 -0.445
C -3.053 0.275 -3.784 -0.653
C -2.408 -0.060 -2.606 -0.363
C -3.300 -0.063 1.451 -0.478
C -3.100 0.992 2.329 0.146
C -4.025 1.273 3.330 -0.555
C -5.164 0.493 3.458 -0.453
C -5.368 -0.575 2.589 -0.589
C -4.439 -0.855 1.599 -0.284
C -0.357 3.151 1.330 0.186
C -0.829 4.449 1.166 -0.245
C -0.980 5.292 2.263 -0.655
C -0.650 4.853 3.535 -0.466
C -0.160 3.563 3.706 -0.610
C -0.015 2.724 2.614 -0.429
C -0.866 2.778 -1.460 -0.199
C -2.211 3.138 -1.391 0.058
C -2.858 3.693 -2.483 -0.832
C -2.170 3.880 -3.676 -0.525
C -0.838 3.507 -3.762 -0.570
C -0.190 2.963 -2.661 -0.546
H -4.864 0.702 -0.415 0.270
H -6.022 1.260 -2.498 0.361
H -4.867 1.004 -4.679 0.371
H -2.532 0.172 -4.729 0.369
H -1.389 -0.429 -2.637 0.267
H -2.206 1.589 2.224 0.142
H -3.847 2.102 4.005 0.439
H -5.888 0.706 4.236 0.347
H -6.250 -1.197 2.693 0.358
H -4.572 -1.703 0.937 0.294
H -1.072 4.819 0.179 0.357
H -1.354 6.299 2.114 0.377
H -0.767 5.510 4.390 0.359
H 0.107 3.209 4.696 0.380
H 0.354 1.712 2.742 0.330
H -2.766 2.972 -0.473 0.507
H -3.907 3.954 -2.410 0.373
H -2.677 4.300 -4.537 0.357
H -0.296 3.639 -4.692 0.371
H 0.856 2.685 -2.712 0.299
Se 2.444 -4.909 -2.532 -0.431
C 3.069 -6.181 -1.299 -0.302
C 4.369 -6.709 -1.347 -0.176
C 4.788 -7.631 -0.406 -0.205
N 4.036 -8.093 0.597 -0.742
C 2.797 -7.592 0.647 -0.248
C 2.282 -6.668 -0.244 -0.250
H 5.051 -6.388 -2.125 0.329
H 5.801 -8.024 -0.461 0.334
H 2.170 -7.953 1.459 0.345
H 1.266 -6.314 -0.122 0.395
C 5.837 1.414 0.987 -1.133
C 5.291 0.045 0.756 0.502
C 5.896 -1.197 0.738 -0.971
C 4.861 -2.111 0.449 0.323
N 3.710 -1.470 0.304 -0.404
N 3.993 -0.170 0.497 0.539
C 4.935 -3.595 0.295 -0.711
H 6.921 1.370 1.088 0.316
H 5.423 1.859 1.893 0.250
H 5.592 2.079 0.158 0.271
H 6.941 -1.412 0.894 0.318
H 3.251 0.534 0.397 -0.006
H 5.971 -3.923 0.207 0.264
H 4.390 -3.909 -0.596 0.019
H 4.494 -4.109 1.151 0.253
```

2S+1: 1
Total energy (hartree): -5997.78479
Strongest force on any atom (eV/A): 0.59
Energy relative to the best compared isomer or geometry (same formula, charge and spin) (kcal/mol): 0.0
HOMO-LUMO gap (Eh): 0.222
Total charge: -2

=====

Record 3
Density functional theory data (ωB97M-V with the def2-TZVPD basis set) for one molecule with the formula C8H11NO3 in a non-equilibrium geometry.

Geometry as XYZ:
```
23
Properties=species:S:1:pos:R:3:mulliken_charge:R:1
C -0.304 0.301 -0.222 0.064
C -0.345 0.923 0.902 0.482
C -1.407 -0.574 -0.790 -0.754
C 0.893 0.259 -1.156 -0.839
C -0.849 -1.057 -2.130 -0.831
C -0.403 2.589 2.886 -0.395
C 0.673 -1.032 -1.949 0.320
C 1.182 -2.243 -1.169 -1.504
N -0.064 2.354 4.189 0.935
O -0.207 3.305 4.953 -0.656
O 0.343 1.247 4.522 -0.629
O -0.251 1.479 2.031 -0.301
H -1.597 -1.414 -0.122 0.328
H -2.342 -0.023 -0.901 0.401
H 0.860 1.127 -1.818 0.322
H 1.838 0.268 -0.613 0.406
H -1.220 -2.046 -2.389 0.392
H -1.133 -0.367 -2.927 0.330
H -0.787 3.529 2.542 0.451
H 1.185 -0.988 -2.913 0.386
H 0.817 -2.226 -0.146 0.335
H 2.270 -2.245 -1.143 0.377
H 0.850 -3.167 -1.638 0.382
```

2S+1: 1
Total energy (hartree): -591.64006
Strongest force on any atom (eV/A): 4.67
Energy relative to the best compared isomer or geometry (same formula, charge and spin) (kcal/mol): 180.0
HOMO-LUMO gap (alpha / beta) (Eh): 0.273 / 0.273

=====

Record 4
Density functional theory data (ωB97M-V with the def2-TZVPD basis set) for C4H9NO as an isolated structure in a non-equilibrium geometry.

Geometry as XYZ:
```
15
Properties=species:S:1:pos:R:3:mulliken_charge:R:1
C 0.441 -1.393 0.142 -1.407
C 1.052 -0.053 0.543 0.229
N 0.993 0.924 -0.558 -0.634
C -0.002 0.982 0.515 -0.078
C -1.332 0.370 0.069 -0.681
O -1.292 -0.204 -1.441 -0.646
H 0.113 -1.899 1.076 0.294
H -0.479 -1.207 -0.833 0.434
H 1.160 -2.019 -0.370 0.377
H 1.908 0.066 1.228 0.411
H 1.678 1.661 -0.425 0.257
H 0.000 1.880 1.145 0.412
H -2.121 1.073 -0.088 0.350
H -1.632 -0.400 0.819 0.281
H -0.486 0.219 -1.823 0.401
```

2S+1: 1
Total energy (hartree): -287.67422
Strongest force on any atom (eV/A): 4.25
Energy relative to the best compared isomer or geometry (same formula, charge and spin) (kcal/mol): 99.3
HOMO-LUMO gap (Eh): 0.366

=====

Record 5
Density functional theory data (ωB97M-V with the def2-TZVPD basis set) for a 2-piece molecular cluster, C2H6O2 overall in a non-equilibrium geometry.

Geometry as XYZ:
```
10
Properties=species:S:1:pos:R:3:mulliken_charge:R:1
C 0.108 0.567 -0.856 -0.824
C 0.016 -0.663 -1.311 0.139
O 0.544 -1.707 -0.612 -0.489
H -0.297 1.462 -1.257 0.295
H 0.683 0.687 0.073 0.251
H -0.465 -0.880 -2.250 0.286
H 0.429 -2.530 -1.094 0.346
H -0.465 1.223 1.672 0.319
H -0.072 0.531 3.007 0.324
O -0.481 1.311 2.628 -0.647
```

2S+1: 1
Total energy (hartree): -230.24218
Strongest force on any atom (eV/A): 1.90
Energy relative to the best compared isomer or geometry (same formula, charge and spin) (kcal/mol): 24.1
HOMO-LUMO gap (Eh): 0.371